Computed, not measured: a cluster of 4 separate species, C2H11NO3 in total, with the ωB97M-V functional and the def2-TZVPD basis.

Results
Energy relative to the best compared isomer or geometry (same formula, charge and spin) in kcal/mol: 187.66
Total energy in Ha: -362.9753
Gap between HOMO and LUMO in eV: 4.5
HOMO level in hartree: -0.343

CARTESIAN COORDINATES (ANGSTROEM)
C (0.020, 1.367, -0.074)
N (-1.361, 0.993, -0.021)
C (-1.666, -0.034, -0.967)
O (-0.801, -0.911, 1.556)
H (0.472, 1.003, -0.991)
H (0.176, 2.452, -0.068)
H (0.602, 0.907, 0.745)
H (-1.560, 0.612, 0.950)
H (-1.490, 0.338, -1.973)
H (-2.715, -0.318, -0.863)
H (-1.048, -0.945, -0.793)
H (1.574, -0.819, -0.369)
H (0.314, -1.316, 0.451)
O (0.847, -1.519, -0.359)
H (-0.731, -1.344, 2.417)
H (3.430, 0.310, -0.221)
O (2.479, 0.467, -0.316)



Computed, not measured: a cluster of 3 separate species, C2H11NO3 in total, with the ωB97M-V functional and the def2-TZVPD basis.

Results
Energy relative to the best compared isomer or geometry (same formula, charge and spin) in kcal/mol: 10.03
Total energy in Ha: -363.2584
Gap between HOMO and LUMO in eV: 10.3
HOMO level in hartree: -0.350

CARTESIAN COORDINATES (ANGSTROEM)
C (2.601, 0.604, -0.290)
N (2.224, -0.798, 0.014)
C (0.867, -0.824, 0.509)
O (-0.076, -0.287, -0.417)
H (2.202, 1.272, 0.476)
H (3.689, 0.642, -0.232)
H (2.259, 0.997, -1.247)
H (2.226, -1.288, -0.881)
H (0.862, -0.253, 1.434)
H (0.531, -1.834, 0.754)
H (-0.771, -0.942, -0.612)
O (-2.931, -0.941, 0.121)
H (-2.881, -0.011, 0.347)
H (-3.837, -1.172, 0.264)
O (-1.780, 1.955, 0.075)
H (-1.374, 2.421, 0.802)
H (-1.066, 1.462, -0.376)



Computed, not measured: a cluster of 4 separate species, C2H11NO4 in total, with the ωB97M-V functional and the def2-TZVPD basis.

Results
Energy relative to the best compared isomer or geometry (same formula, charge and spin) in kcal/mol: 44.89
Total energy in Ha: -438.4860
Gap between HOMO and LUMO in eV: 10.1
HOMO level in hartree: -0.351

CARTESIAN COORDINATES (ANGSTROEM)
N (1.289, -1.374, 1.768)
C (2.268, -0.969, 0.784)
C (1.751, 0.148, -0.130)
O (0.771, 0.787, 0.131)
H (0.539, -1.941, 1.414)
H (0.936, -0.612, 2.331)
H (2.445, -1.855, 0.170)
H (3.206, -0.609, 1.209)
H (2.352, 0.391, -1.029)
O (-1.198, -2.513, -1.348)
H (-1.367, -1.790, -1.956)
H (-0.953, -2.141, -0.500)
O (-1.068, 2.920, -1.176)
H (-0.213, 3.275, -0.905)
H (-1.099, 2.927, -2.136)
O (-2.799, 0.593, 0.394)
H (-3.120, 1.499, 0.424)
H (-1.840, 0.671, 0.501)



Computed, not measured: a structure of composition C2H11NO4, with the ωB97M-V functional and the def2-TZVPD basis.

Results
Energy relative to the best compared isomer or geometry (same formula, charge and spin) in kcal/mol: 198.78
Total energy in Ha: -438.2407
Gap between HOMO and LUMO in eV: 4.8
HOMO level in hartree: -0.344

CARTESIAN COORDINATES (ANGSTROEM)
C (-1.123, 0.601, 1.389)
N (-1.642, 0.647, 0.009)
C (-0.700, 0.171, -0.973)
O (-0.492, 1.722, 1.690)
H (-1.982, 0.400, 2.050)
H (-1.891, 1.645, -0.069)
H (-0.911, -0.846, -1.337)
H (-0.660, 0.787, -1.870)
H (0.295, 0.030, -0.515)
H (1.037, -2.238, 0.997)
H (1.860, 1.953, -0.133)
O (0.497, -1.615, 0.496)
H (0.894, 1.523, 0.922)
H (-0.451, -0.306, 1.421)
O (1.720, 1.206, 0.461)
H (0.762, -1.757, -0.626)
H (1.727, -2.286, -2.076)
O (1.057, -1.639, -1.836)



Computed, not measured: a cluster of 4 separate species, C2H11NO4 in total, with the ωB97M-V functional and the def2-TZVPD basis.

Results
Spin multiplicity: 2
Energy relative to the best compared isomer or geometry (same formula, charge and spin) in kcal/mol: 51.99
Total charge: +1
Total energy in Ha: -438.1332
Gap between HOMO and LUMO (spin up / spin down) in eV: 8.0 / 3.2
HOMO level (spin up / spin down) in hartree: -0.483 / -0.483

CARTESIAN COORDINATES (ANGSTROEM)
C (-0.474, 0.544, 2.295)
N (-0.137, -0.779, 2.104)
C (-0.934, -1.898, 2.575)
O (-0.273, 1.379, 1.442)
H (-1.028, 0.722, 3.225)
H (0.597, -0.838, 1.378)
H (-0.708, -2.775, 1.971)
H (-0.634, -2.186, 3.581)
H (-1.958, -1.547, 2.471)
H (-0.503, 1.353, -1.601)
H (0.496, 2.045, -2.597)
O (0.021, 1.237, -2.404)
H (1.645, 1.879, 0.556)
H (2.872, 2.564, 0.436)
O (2.476, 1.789, 0.049)
H (-0.252, -0.551, -4.772)
H (-0.461, -1.587, -5.787)
O (-0.745, -1.351, -4.921)



Computed, not measured: a cluster of 4 separate species, C2H11NO5 in total, with the ωB97M-V functional and the def2-TZVPD basis.

Results
Energy relative to the best compared isomer or geometry (same formula, charge and spin) in kcal/mol: 23.44
Total energy in Ha: -513.7504
Gap between HOMO and LUMO in eV: 9.5
HOMO level in hartree: -0.351

CARTESIAN COORDINATES (ANGSTROEM)
N (-1.283, 0.782, -2.495)
C (-0.141, 0.336, -1.681)
C (-0.442, -0.980, -1.014)
O (-0.378, -2.004, -1.651)
O (-1.177, -0.865, 0.090)
H (-1.411, 0.105, -3.237)
H (-2.117, 0.722, -1.920)
H (0.052, 1.195, -1.026)
H (0.805, 0.373, -2.217)
H (-1.144, 0.048, 0.589)
O (-0.966, 1.095, 1.557)
H (-1.599, 0.822, 2.238)
H (-0.130, 0.672, 1.821)
O (2.466, 0.655, 0.962)
H (2.143, 1.562, 0.971)
H (3.008, 0.574, 0.165)
O (0.706, -1.962, 2.590)
H (0.254, -1.880, 1.737)
H (1.353, -1.247, 2.520)